Computed, not measured: C33H29AsCoGeN2S as an isolated structure, with ωB97M-V/def2-TZVPD.

Its total charge is +2. As for the relative energy (zero: lowest compared OMol25 entry of this formula, charge and spin): 54.43 kJ/mol. As for the expectation value of S²: 1.110. As for the LUMO energy (alpha / beta): -8.1116 / -6.1760 eV. Its HOMO-LUMO gap (alpha / beta) is 6.35 / 8.21 eV. Its spin multiplicity is 2.

CARTESIAN COORDINATES (ANGSTROEM)
Co1 0.358 -1.270 0.022
S1 -1.101 0.638 -0.361
C1 -2.522 0.230 0.664
C2 -3.727 0.860 0.394
C3 -4.849 0.539 1.148
C4 -4.767 -0.399 2.168
C5 -3.558 -1.021 2.447
C6 -2.431 -0.704 1.698
As1 -0.732 -1.515 2.051
C7 -1.031 -3.113 3.042
C8 -1.540 -4.226 2.376
C9 -1.810 -5.381 3.089
C10 -1.563 -5.423 4.457
C11 -1.049 -4.314 5.114
C12 -0.774 -3.150 4.409
C13 0.266 -0.295 3.139
C14 -0.279 0.921 3.538
C15 0.485 1.789 4.306
C16 1.781 1.446 4.665
C17 2.324 0.231 4.263
C18 1.571 -0.640 3.493
H1 -3.794 1.585 -0.407
H2 -5.791 1.025 0.933
H3 -5.645 -0.646 2.750
H4 -3.493 -1.751 3.244
H5 -1.728 -4.195 1.310
H6 -2.209 -6.249 2.583
H7 -1.773 -6.327 5.013
H8 -0.862 -4.352 6.178
H9 -0.384 -2.284 4.927
H10 -1.295 1.187 3.275
H11 0.062 2.730 4.632
H12 2.366 2.123 5.273
H13 3.329 -0.040 4.561
H14 1.995 -1.592 3.190
Ge1 -1.312 -1.105 -1.802
C19 -0.157 -0.832 -3.289
C20 0.574 0.352 -3.414
C21 1.415 0.529 -4.501
C22 1.526 -0.470 -5.458
C23 0.796 -1.647 -5.342
C24 -0.047 -1.833 -4.259
C25 -3.098 -1.750 -1.852
C26 -3.565 -2.739 -0.991
C27 -4.897 -3.118 -1.039
C28 -5.757 -2.513 -1.947
C29 -5.294 -1.532 -2.813
C30 -3.962 -1.148 -2.770
H15 -0.531 -2.306 -0.857
H16 0.471 1.147 -2.684
H17 1.971 1.451 -4.613
H18 2.176 -0.326 -6.311
H19 0.878 -2.414 -6.100
H20 -0.624 -2.748 -4.181
H21 -2.894 -3.218 -0.288
H22 -5.265 -3.890 -0.376
H23 -6.795 -2.817 -1.987
H24 -5.966 -1.073 -3.526
H25 -3.606 -0.387 -3.457
N1 4.271 0.127 0.132
C31 4.481 -1.233 0.074
C32 3.249 -1.790 0.025
N2 2.292 -0.779 0.048
C33 2.957 0.361 0.117
H26 4.988 0.835 0.172
H27 5.466 -1.665 0.065
H28 2.984 -2.832 -0.038
H29 2.519 1.345 0.163

***

Computed, not measured: C33H29BrCsN7O7S as an isolated structure, with ωB97M-V/def2-TZVPD.

Its total charge is -2. As for the relative energy (zero: lowest compared OMol25 entry of this formula, charge and spin): 426.24 kJ/mol. As for the LUMO energy: 3.5612 eV. Its HOMO-LUMO gap is 4.84 eV.

CARTESIAN COORDINATES (ANGSTROEM)
Cs1 -0.194 0.472 -1.432
O1 2.902 1.545 -0.374
C1 2.918 2.950 -0.336
C2 2.047 3.519 0.773
N1 0.635 3.224 0.571
C3 -0.037 4.286 -0.162
C4 -1.429 3.862 -0.677
O2 -2.396 4.589 -0.330
O3 -1.457 2.834 -1.384
C5 -0.067 2.920 1.804
C6 0.419 1.620 2.460
O4 2.623 1.801 3.430
O5 0.193 0.551 1.954
H1 3.016 1.214 0.545
H2 2.564 3.299 -1.312
H3 3.941 3.335 -0.198
H4 2.216 4.609 0.848
H5 2.384 3.083 1.715
H6 0.572 4.528 -1.037
H7 -0.138 5.196 0.452
H8 -1.123 2.765 1.564
H9 -0.008 3.756 2.525
N2 4.012 -1.149 1.996
C7 3.504 -2.058 1.100
C8 4.266 -3.184 0.731
C9 3.759 -4.046 -0.217
C10 2.514 -3.788 -0.781
C11 1.843 -2.657 -0.345
N3 2.310 -1.812 0.570
C12 3.172 -0.347 2.862
C13 2.599 -1.007 3.945
C14 1.558 -0.529 4.790
C15 0.908 0.655 4.762
C16 1.208 1.716 3.772
N4 3.146 0.903 2.458
H10 4.865 -1.441 2.442
H11 5.234 -3.357 1.189
H12 4.334 -4.913 -0.522
H13 2.090 -4.415 -1.553
H14 0.887 -2.398 -0.786
H15 2.871 -2.050 4.052
H16 1.243 -1.228 5.563
H17 0.158 0.883 5.513
H18 1.003 2.698 4.213
N5 -5.241 -2.204 0.213
C17 -4.565 -3.333 -0.210
C18 -4.950 -4.659 -0.367
C19 -3.990 -5.527 -0.859
C20 -2.700 -5.083 -1.188
C21 -2.321 -3.763 -1.026
C22 -3.271 -2.880 -0.515
N6 -3.172 -1.521 -0.275
C23 -4.349 -1.155 0.129
C24 -4.721 0.232 0.403
C25 -5.839 0.683 1.036
S1 -5.831 2.395 1.057
C26 -4.338 2.388 0.150
N7 -3.888 1.204 -0.084
H19 -6.218 -2.133 0.424
H20 -5.951 -4.997 -0.125
H21 -4.244 -6.571 -1.000
H22 -1.986 -5.792 -1.589
H23 -1.345 -3.401 -1.327
H24 -6.623 0.117 1.514
H25 -3.827 3.303 -0.178
Br1 3.474 -2.161 -5.267
C27 1.883 -3.179 -5.472
C28 1.959 -4.268 -6.333
C29 0.856 -5.086 -6.516
C30 -0.314 -4.825 -5.817
C31 -0.363 -3.752 -4.943
C32 0.722 -2.894 -4.761
C33 0.527 -1.721 -3.777
O6 1.080 -0.646 -4.047
O7 -0.222 -1.992 -2.806
H26 2.887 -4.470 -6.851
H27 0.918 -5.930 -7.193
H28 -1.180 -5.465 -5.944
H29 -1.251 -3.548 -4.357

***

Computed, not measured: C33H29BrI2N8O3S2Ti as an isolated structure, with ωB97M-V/def2-TZVPD.

As for the relative energy (zero: lowest compared OMol25 entry of this formula, charge and spin): 116.34 kJ/mol. As for the LUMO energy: -0.4640 eV. Its HOMO-LUMO gap is 7.18 eV.

CARTESIAN COORDINATES (ANGSTROEM)
Ti1 -0.865 -0.238 0.268
C1 1.688 -2.485 -1.207
N1 0.231 -2.539 -1.147
C2 -0.347 -2.500 -2.501
C3 -0.347 -1.106 -3.100
N2 -1.372 -0.278 -2.487
C4 -2.722 -0.697 -2.907
C5 -1.225 1.125 -2.723
C6 -0.544 1.659 -3.807
C7 -0.421 3.037 -3.952
C8 -0.987 3.884 -3.015
C9 -1.666 3.352 -1.926
C10 -1.787 1.979 -1.769
S1 -2.562 1.313 -0.325
C11 -0.300 -3.656 -0.419
C12 0.400 -4.851 -0.293
C13 -0.115 -5.908 0.446
C14 -1.357 -5.779 1.046
C15 -2.060 -4.590 0.925
C16 -1.544 -3.514 0.208
S2 -2.470 -2.011 0.194
H1 2.117 -2.755 -0.244
H2 2.100 -3.161 -1.969
H3 2.005 -1.469 -1.445
H4 -1.359 -2.893 -2.446
H5 0.220 -3.176 -3.158
H6 -0.484 -1.181 -4.190
H7 0.620 -0.632 -2.925
H8 -2.775 -0.756 -4.002
H9 -3.451 0.027 -2.554
H10 -2.979 -1.656 -2.467
H11 -0.108 1.002 -4.548
H12 0.118 3.441 -4.799
H13 -0.896 4.957 -3.121
H14 -2.087 4.004 -1.171
H15 1.367 -4.955 -0.766
H16 0.450 -6.826 0.544
H17 -1.779 -6.596 1.617
H18 -3.016 -4.470 1.420
I1 -2.450 -1.580 4.341
C17 -2.121 0.460 4.125
C18 -2.517 1.307 5.184
C19 -2.342 2.655 5.093
I2 -2.979 3.834 6.691
C20 -1.737 3.230 3.942
C21 -1.489 4.613 3.780
C22 -0.867 5.062 2.654
C23 -0.479 4.120 1.676
N3 -0.704 2.841 1.778
C24 -1.334 2.382 2.884
C25 -1.563 0.969 2.981
O1 -1.212 0.163 1.984
H19 -2.964 0.866 6.063
H20 -1.791 5.300 4.558
H21 -0.665 6.113 2.506
H22 0.038 4.451 0.779
Br1 5.926 4.009 -0.289
C26 4.583 2.975 -1.132
C27 4.626 2.794 -2.506
C28 3.636 2.045 -3.124
C29 2.616 1.479 -2.376
C30 2.592 1.662 -0.999
C31 3.575 2.418 -0.368
C32 1.511 1.075 -0.153
O2 1.487 1.186 1.057
O3 0.610 0.366 -0.808
H23 5.423 3.241 -3.085
H24 3.661 1.910 -4.197
H25 1.824 0.917 -2.848
H26 3.533 2.557 0.703
N4 1.066 -4.176 3.616
N5 1.221 -3.061 2.803
N6 2.377 -2.453 2.651
C33 2.057 -1.531 1.756
N7 0.772 -1.623 1.380
N8 0.253 -2.605 2.087
H27 1.307 -3.886 4.559
H28 0.075 -4.396 3.574
H29 2.752 -0.799 1.391

***

Computed, not measured: a 2-piece molecular cluster, C33H29N3O3 overall, with ωB97M-V/def2-TZVPD.

As for the relative energy (zero: lowest compared OMol25 entry of this formula, charge and spin): 25.70 kJ/mol. As for the LUMO energy: -2.3675 eV. Its HOMO-LUMO gap is 4.39 eV.

CARTESIAN COORDINATES (ANGSTROEM)
C1 4.286 0.486 3.078
N1 3.901 -0.897 3.353
C2 3.573 -1.217 4.692
C3 2.716 -0.380 5.446
C4 2.307 -0.768 6.727
C5 2.821 -1.933 7.310
C6 3.744 -2.713 6.605
C7 4.086 -2.380 5.293
C8 3.433 -1.685 2.305
C9 3.294 -3.097 2.405
C10 2.594 -3.792 1.442
C11 1.950 -3.138 0.344
C12 1.213 -3.854 -0.645
C13 0.026 -3.417 -1.272
C14 -0.482 -4.130 -2.403
C15 -1.592 -3.688 -3.097
C16 -2.259 -2.510 -2.698
N2 -3.406 -2.044 -3.399
C17 -3.254 -0.738 -4.053
C18 -4.698 -2.323 -2.862
C19 -5.402 -1.361 -2.116
C20 -6.623 -1.692 -1.520
C21 -7.201 -2.945 -1.750
C22 -6.550 -3.869 -2.577
C23 -5.289 -3.577 -3.101
C24 -1.786 -1.807 -1.570
C25 -0.710 -2.272 -0.840
C26 2.163 -1.728 0.233
C27 2.936 -1.037 1.148
H1 4.723 0.544 2.078
H2 3.438 1.178 3.145
H3 5.046 0.814 3.800
H4 2.318 0.531 4.987
H5 1.583 -0.154 7.270
H6 2.508 -2.230 8.313
H7 4.199 -3.595 7.067
H8 4.746 -3.026 4.711
H9 3.736 -3.643 3.239
H10 2.461 -4.870 1.540
H11 1.610 -4.809 -0.979
H12 0.052 -5.038 -2.691
H13 -1.962 -4.222 -3.977
H14 -4.105 -0.568 -4.722
H15 -3.196 0.085 -3.329
H16 -2.332 -0.768 -4.642
H17 -4.951 -0.379 -1.947
H18 -7.120 -0.964 -0.873
H19 -8.157 -3.197 -1.287
H20 -7.024 -4.827 -2.804
H21 -4.737 -4.306 -3.700
H22 -2.309 -0.893 -1.272
H23 -0.409 -1.747 0.070
H24 1.696 -1.192 -0.596
H25 3.093 0.031 1.009
O1 1.601 -6.270 -0.246
C28 2.542 -7.122 -0.221
C29 3.948 -6.826 -0.480
C30 4.924 -7.754 -0.221
C31 4.569 -9.039 0.249
N3 5.542 -10.022 0.567
O2 5.124 -11.141 0.965
O3 6.754 -9.758 0.452
C32 3.220 -9.396 0.421
C33 2.233 -8.493 0.166
H26 4.213 -5.828 -0.826
H27 5.971 -7.513 -0.377
H28 2.972 -10.398 0.747
H29 1.185 -8.747 0.297

***

Computed, not measured: C33H30BBrF2N6NiO2Si as an isolated structure, with ωB97M-V/def2-TZVPD.

As for the LUMO energy (alpha / beta): -0.6975 / -0.6920 eV. Its HOMO-LUMO gap (alpha / beta) is 6.42 / 6.42 eV.

CARTESIAN COORDINATES (ANGSTROEM)
Ni1 0.371 0.615 -0.516
Br1 -0.305 0.344 7.061
C1 0.147 0.405 5.219
C2 1.465 0.546 4.831
C3 1.793 0.598 3.482
C4 0.806 0.482 2.490
C5 -0.526 0.360 2.918
C6 -0.851 0.322 4.258
N1 1.078 0.465 1.143
C7 2.431 0.371 0.634
C8 2.381 -0.262 -1.859
C9 3.461 -0.221 -2.724
C10 3.252 0.129 -4.049
C11 1.977 0.461 -4.480
C12 0.949 0.449 -3.552
N2 1.141 0.080 -2.287
H1 2.247 0.636 5.574
H2 2.831 0.763 3.229
H3 -1.324 0.279 2.193
H4 -1.888 0.220 4.552
H5 3.118 0.011 1.404
H6 4.444 -0.455 -2.340
H7 4.085 0.158 -4.740
H8 1.780 0.747 -5.502
H9 -0.063 0.729 -3.815
O1 -8.225 -1.181 -0.358
N3 -7.149 -1.732 -0.462
O2 -7.006 -2.931 -0.599
C13 -5.916 -0.908 -0.372
C14 -6.112 0.421 -0.212
C15 -5.005 1.354 -0.041
C16 -5.001 2.697 0.046
C17 -3.742 3.404 0.192
C18 -2.565 2.742 0.119
N4 -2.518 1.380 -0.038
C19 -3.727 0.662 0.158
C20 -3.575 -0.523 -0.748
N5 -2.201 -0.846 -0.599
C21 -1.835 -2.163 -0.740
C22 -2.768 -3.136 -0.760
C23 -4.182 -2.840 -0.596
C24 -4.602 -1.563 -0.529
H10 -7.129 0.784 -0.181
H11 -5.920 3.267 -0.014
H12 -3.736 4.476 0.310
H13 -1.608 3.246 0.152
H14 -0.772 -2.351 -0.789
H15 -2.453 -4.164 -0.853
H16 -4.874 -3.662 -0.519
C25 4.401 -2.732 0.369
Si1 2.623 -2.348 -0.051
C26 2.092 -3.323 -1.551
C27 1.557 -2.694 1.428
N6 2.522 -0.631 -0.504
C28 2.993 1.697 0.119
C29 4.363 1.933 0.082
C30 4.856 3.117 -0.445
C31 3.988 4.075 -0.958
C32 2.620 3.849 -0.932
C33 2.140 2.667 -0.386
H17 4.520 -3.754 0.735
H18 4.762 -2.062 1.154
H19 5.048 -2.609 -0.502
H20 2.075 -4.385 -1.295
H21 2.778 -3.199 -2.391
H22 1.093 -3.048 -1.894
H23 1.594 -3.766 1.642
H24 0.517 -2.404 1.275
H25 1.897 -2.167 2.322
H26 5.044 1.185 0.473
H27 5.923 3.298 -0.451
H28 4.382 4.996 -1.367
H29 1.932 4.586 -1.326
H30 1.057 2.530 -0.296
F1 -3.758 -0.032 -2.078
B1 -1.472 0.396 -0.348
F2 -3.726 0.156 1.488

***

Computed, not measured: C33H30Br2N3OSeSiTeTi as an isolated structure, with ωB97M-V/def2-TZVPD.

Its total charge is -1. As for the relative energy (zero: lowest compared OMol25 entry of this formula, charge and spin): 0.00 kJ/mol. As for the expectation value of S²: 2.029. As for the LUMO energy (alpha / beta): 2.2498 / 2.2391 eV. Its HOMO-LUMO gap (alpha / beta) is 4.81 / 7.10 eV. Its spin multiplicity is 3.

CARTESIAN COORDINATES (ANGSTROEM)
Ti1 0.483 -0.554 -1.143
C1 2.048 2.452 -0.071
C2 1.856 2.310 -1.549
C3 2.018 3.359 -2.422
C4 1.898 3.202 -3.809
C5 1.635 1.901 -4.316
C6 1.548 1.535 -5.673
Br1 1.780 2.866 -7.018
C7 1.305 0.241 -6.088
C8 1.117 -0.756 -5.139
Br2 0.742 -2.527 -5.672
C9 1.169 -0.452 -3.782
O1 0.940 -1.351 -2.823
C10 1.463 0.863 -3.373
N1 1.541 1.051 -1.999
H1 2.944 1.910 0.252
H2 1.200 2.037 0.481
H3 2.165 3.500 0.208
H4 2.260 4.330 -2.006
H5 2.022 4.034 -4.485
H6 1.250 0.005 -7.141
C11 2.747 -0.319 2.452
N2 1.714 0.360 3.212
C12 1.935 1.405 4.088
C13 0.724 1.754 4.570
N3 -0.185 0.904 3.969
C14 -1.623 1.002 4.111
C15 0.400 0.033 3.110
Se1 -1.133 0.256 0.592
H7 3.707 0.161 2.643
H8 2.521 -0.265 1.387
H9 2.796 -1.365 2.746
H10 2.917 1.792 4.297
H11 0.437 2.514 5.276
H12 -1.870 1.336 5.119
H13 -2.046 0.015 3.941
H14 -2.037 1.698 3.380
C16 -2.064 -4.818 -3.114
C17 -0.979 -5.535 -2.628
C18 -0.157 -4.983 -1.656
C19 -0.390 -3.709 -1.133
C20 -1.488 -3.009 -1.644
C21 -2.316 -3.547 -2.620
Si1 0.809 -2.864 0.087
C22 0.140 -3.244 1.818
C23 -1.202 -3.057 2.154
C24 -1.663 -3.283 3.441
C25 -0.788 -3.700 4.436
C26 0.547 -3.907 4.123
C27 0.996 -3.689 2.826
H15 -2.700 -5.240 -3.883
H16 -0.769 -6.526 -3.013
H17 0.693 -5.557 -1.301
H18 -1.726 -2.010 -1.276
H19 -3.148 -2.967 -3.001
H20 2.048 -3.707 0.029
H21 -1.899 -2.710 1.399
H22 -2.711 -3.126 3.671
H23 -1.146 -3.871 5.445
H24 1.240 -4.245 4.885
H25 2.041 -3.873 2.597
Te1 -2.055 1.362 -1.587
C28 -2.227 3.209 -0.584
C29 -3.240 3.391 0.354
C30 -3.332 4.583 1.058
C31 -2.417 5.601 0.828
C32 -1.410 5.425 -0.109
C33 -1.313 4.232 -0.814
H26 -3.947 2.592 0.538
H27 -4.121 4.714 1.789
H28 -2.487 6.530 1.381
H29 -0.691 6.214 -0.290
H30 -0.515 4.086 -1.533

***

Calculated total energy in order - -203474.5321 -140882.1013 -183787.0934 -45298.3930 -172816.8520 -284945.2327 eV
Calculated max |F| in order - 0.76 0.92 1.21 1.98 1.28 0.57 eV/A